--- i ---
A 2-piece molecular cluster, C4H11N3O2 overall, computed with ωB97M-V/def2-TZVPD.

Each atom is followed by the atoms it is bonded to, with distances in Å.
CARTESIAN COORDINATES (ANGSTROEM)
1 C -1.72256 -1.84212 0.25857  N3 1.460, H7 1.106, H8 1.131, H13 1.171
2 C -0.49299 -0.50991 1.86632  N3 1.261, N4 1.388, N5 1.432
3 N -0.63692 -0.97179 0.70169  C1 1.460, C2 1.261
4 N -1.35187 -0.55401 2.95520  C2 1.388, H9 0.916, H10 1.028
5 N 0.79432 0.11693 1.90008  C2 1.432, H11 1.014, H12 1.006
6 H 0.15219 -0.63196 -1.32962  O16 0.951
7 H -2.34753 -2.22239 1.08778  C1 1.106
8 H -1.23466 -2.67845 -0.32508  C1 1.131
9 H -2.19171 -0.21328 3.09027  N4 0.916
10 H -0.79409 -0.83778 3.77111  N4 1.028
11 H 1.33898 -0.20633 1.10869  N5 1.014
12 H 1.34823 0.36507 2.70204  N5 1.006
13 H -2.41889 -1.10124 -0.32300  C1 1.171
14 C 0.68650 2.40771 -2.13658  C15 1.486, H18 1.126, H19 1.208, H20 1.110
15 C 1.02935 0.96605 -2.02818  C14 1.486, O16 1.425, O17 1.219
16 O -0.06589 0.05765 -1.94643  H6 0.951, C15 1.425
17 O 2.00768 0.28080 -1.78459  C15 1.219
18 H 0.28048 2.92045 -3.05299  C14 1.126
19 H 1.73360 3.00433 -2.21331  C14 1.208
20 H -0.04139 2.62572 -1.32741  C14 1.110

As for the orbital gap (spin up / spin down): 0.3521 / 0.1807 hartree. Its net charge is +1. Its spin multiplicity is 2. The calculation puts the lowest unoccupied orbital energy (spin up / spin down) at -0.1284 / -0.2997 Ha. As for the expectation value of S²: 0.769.

=====

--- ii ---
A 2-piece molecular cluster, C4H11N3O2 overall, computed with ωB97M-V/def2-TZVPD.

Each atom is followed by the atoms it is bonded to, with distances in Å.
CARTESIAN COORDINATES (ANGSTROEM)
1 C -1.69908 -0.87198 -3.14326  C2 1.488, H5 1.102, H6 1.089, H7 1.084
2 C -0.89994 -0.43715 -1.96618  C1 1.488, O3 1.343, O4 1.211
3 O -1.15754 -1.14126 -0.85193  C2 1.343, H13 0.974
4 O -0.10252 0.47373 -1.96810  C2 1.211
5 H -2.23397 0.03152 -3.47788  C1 1.102
6 H -2.39040 -1.69922 -2.98889  C1 1.089
7 H -1.02797 -1.00616 -3.98384  C1 1.084
8 C -0.91265 0.22234 2.66006  N10 1.406, H14 1.095, H15 1.099, H20 1.090
9 C 1.14854 0.45699 1.32787  N10 1.340, N11 1.373, N12 1.308
10 N -0.15196 0.17111 1.47930  C8 1.406, C9 1.340
11 N 1.78279 0.39133 0.11223  C9 1.373, H16 1.016, H17 1.021
12 N 1.89946 0.75648 2.35553  C9 1.308, H18 1.014, H19 1.014
13 H -0.77920 -0.69427 -0.07394  O3 0.974
14 H -0.45225 0.46502 3.62291  C8 1.095
15 H -1.36235 -0.77468 2.76573  C8 1.099
16 H 1.91816 -0.56283 -0.20809  N11 1.016
17 H 1.30401 0.91257 -0.62406  N11 1.021
18 H 1.51837 0.68550 3.29237  N12 1.014
19 H 2.90420 0.66629 2.24926  N12 1.014
20 H -1.76591 0.86952 2.45947  C8 1.090

As for the orbital gap (spin up / spin down): 0.3625 / 0.2032 hartree. Its net charge is +1. Its spin multiplicity is 2. The calculation puts the lowest unoccupied orbital energy (spin up / spin down) at -0.1409 / -0.2999 Ha. As for the expectation value of S²: 0.763.

=====

Stability summary: most stable ii, least stable i.